Computed, not measured: one molecule with the formula C8H14 at a distorted geometry, with ωB97M-V/def2-TZVPD.

The geometry in XYZ format:
```
22
Properties=species:S:1:pos:R:3:nbo_charge:R:1
C 3.179 0.263 0.324 -0.42
C 2.018 -0.063 -0.238 -0.19
C 0.734 0.172 0.380 -0.24
C -0.569 0.804 -0.689 -0.16
C -1.336 2.001 -0.237 -0.63
C -0.561 -0.531 0.002 -0.07
C -0.488 -1.764 -0.881 -0.59
C -1.521 -0.778 1.152 -0.59
H 4.120 0.061 -0.155 0.20
H 3.228 0.736 1.291 0.19
H 2.026 -0.530 -1.214 0.20
H 0.738 0.677 1.333 0.21
H -0.217 0.816 -1.709 0.21
H -1.676 1.898 0.789 0.21
H -2.215 2.130 -0.871 0.21
H -0.732 2.904 -0.314 0.22
H -1.481 -1.988 -1.269 0.21
H -0.146 -2.622 -0.306 0.21
H 0.189 -1.625 -1.719 0.21
H -2.484 -1.124 0.776 0.21
H -1.695 0.111 1.752 0.21
H -1.110 -1.548 1.803 0.21
```

Results
Total energy: -8521.3810 eV
Relative energy (zero: lowest compared OMol25 entry of this formula, charge and spin): 163.9 kJ/mol

Computed, not measured: one molecule with the formula C8H14 at a distorted geometry, with ωB97M-V/def2-TZVPD.

The geometry in XYZ format:
```
22
Properties=species:S:1:pos:R:3:nbo_charge:R:1
C 0.385 -1.200 1.563 -0.41
C 0.055 -0.362 0.540 -0.02
C -1.378 0.113 0.556 -0.43
C -2.533 -0.878 0.855 -0.61
C 1.037 -0.034 -0.495 -0.05
C 2.219 -0.964 -0.591 -0.63
C 0.915 0.980 -1.363 -0.14
C 0.302 2.352 -1.203 -0.66
H -0.341 -1.793 2.114 0.19
H 1.363 -1.297 2.024 0.20
H -1.366 0.882 1.330 0.21
H -1.601 0.637 -0.379 0.20
H -3.270 -0.929 0.059 0.22
H -2.961 -0.665 1.831 0.21
H -2.065 -1.864 0.916 0.21
H 3.038 -0.804 0.107 0.22
H 1.854 -1.974 -0.368 0.21
H 2.653 -1.007 -1.595 0.22
H 1.348 0.839 -2.358 0.19
H 0.250 2.794 -2.197 0.22
H 0.836 2.923 -0.465 0.23
H -0.741 2.251 -0.881 0.22
```

Results
Total energy: -8520.8249 eV
Relative energy (zero: lowest compared OMol25 entry of this formula, charge and spin): 217.6 kJ/mol

Computed, not measured: one molecule with the formula C8H14 at a distorted geometry, with ωB97M-V/def2-TZVPD.

The geometry in XYZ format:
```
22
Properties=species:S:1:pos:R:3:nbo_charge:R:1
C -3.415 -0.365 -0.270 -0.41
C -2.535 0.512 0.216 -0.19
C -0.851 0.469 0.065 0.00
C -0.261 1.828 -0.040 -0.66
C -0.434 -0.754 0.198 -0.18
C 1.264 -0.984 0.077 -0.23
C 1.863 -0.598 -1.266 -0.61
C 2.039 -0.440 1.266 -0.61
H -3.117 -1.328 -0.674 0.19
H -4.485 -0.163 -0.247 0.20
H -2.923 1.453 0.610 0.19
H -0.578 2.444 0.808 0.23
H -0.595 2.314 -0.962 0.23
H 0.829 1.824 -0.039 0.22
H -0.950 -1.701 0.236 0.21
H 1.294 -2.079 0.142 0.19
H 2.863 -1.037 -1.385 0.21
H 1.981 0.484 -1.374 0.20
H 1.249 -0.957 -2.098 0.21
H 1.558 -0.705 2.212 0.21
H 2.151 0.647 1.230 0.20
H 3.052 -0.863 1.293 0.21
```

Results
Total energy: -8520.7662 eV
Relative energy (zero: lowest compared OMol25 entry of this formula, charge and spin): 223.2 kJ/mol

Computed, not measured: C8H14AlClF6OTb as an isolated structure at a distorted geometry, with ωB97M-V/def2-TZVPD.

The geometry in XYZ format:
```
32
Properties=species:S:1:pos:R:3:lowdin_charge:R:1
Tb 1.468 0.719 -2.751 1.28
Cl -1.035 0.506 -1.863 0.22
C 1.992 -0.852 -4.453 -0.38
C 1.048 2.341 -4.374 -0.40
H 2.454 -0.268 -5.273 -0.06
H 2.609 -1.740 -4.270 -0.06
H 0.999 -1.176 -4.807 -0.05
H 1.782 2.289 -5.201 -0.05
H 0.912 3.384 -4.058 -0.06
H 0.083 1.949 -4.753 -0.05
Al 0.147 -0.188 0.001 -0.21
C 0.062 -2.144 -0.236 -0.19
C 1.857 0.729 -0.348 -0.46
H 0.663 -2.410 -1.131 0.00
H 0.439 -2.715 0.617 -0.01
H -0.979 -2.453 -0.404 0.00
H 1.877 1.713 0.147 -0.07
H 2.716 0.194 0.101 -0.07
C -0.308 -0.956 3.437 0.01
C -1.212 0.004 2.689 -0.39
O -0.909 0.180 1.349 -0.12
C -2.709 -0.530 2.731 -0.48
F -3.139 -0.790 4.005 0.12
F -3.588 0.308 2.133 0.14
F -2.749 -1.706 2.037 0.12
C -1.095 1.455 3.327 -0.49
F -1.306 1.486 4.679 0.11
F 0.172 1.916 3.110 0.13
F -1.941 2.331 2.735 0.14
H -0.533 -1.984 3.121 0.10
H -0.508 -0.863 4.521 0.10
H 0.733 -0.726 3.181 0.10
```

Results
Net charge: -1
Total energy: -68433.7872 eV
⟨S²⟩: 12.7107
Spin multiplicity: 7

Computed, not measured: an isolated ion of composition C8H14BBrClF5O5P3S and charge -1 at a distorted geometry, with ωB97M-V/def2-TZVPD.

The geometry in XYZ format:
```
39
Properties=species:S:1:pos:R:3:nbo_charge:R:1
O -0.529 -3.597 3.757 -0.74
C 0.398 -4.153 2.772 -0.07
C 0.031 -3.719 1.277 -0.44
C 0.637 -2.267 0.889 -0.40
C -0.252 -1.659 -0.312 -0.68
B -0.628 -0.054 -0.075 0.75
C -1.833 0.061 1.038 0.42
F -2.228 -1.203 1.585 -0.36
F -1.345 0.797 2.161 -0.34
C -3.181 0.739 0.527 0.94
F -3.912 -0.166 -0.248 -0.33
F -3.985 0.969 1.676 -0.35
F -3.032 1.976 -0.068 -0.31
O 0.680 0.495 0.418 -0.69
C 1.460 0.847 -0.732 -0.24
P 3.109 1.718 -0.443 1.09
O 2.888 3.380 -0.137 -0.97
Cl 4.137 1.605 -2.319 -0.37
C 0.299 1.585 -1.613 -0.32
P -0.177 3.372 -1.095 0.75
S -0.385 3.581 0.857 -0.59
P 0.721 1.775 -3.488 1.01
O 1.487 3.301 -3.742 -0.97
Br -1.257 1.999 -4.643 -0.28
O -0.752 0.625 -1.374 -0.73
H -0.454 -2.627 3.696 0.47
H 0.316 -5.286 2.910 0.17
H 1.441 -3.795 3.089 0.16
H 0.361 -4.515 0.523 0.20
H -1.102 -3.572 1.270 0.22
H 1.701 -2.337 0.507 0.20
H 0.536 -1.647 1.840 0.20
H 0.306 -1.682 -1.315 0.19
H -1.195 -2.289 -0.491 0.20
H 1.774 -0.022 -1.420 0.22
H 3.747 3.829 -0.257 0.50
H -1.368 3.684 -1.822 0.00
H 0.857 4.318 -1.452 0.01
H 0.730 3.934 -3.749 0.48
```

Results
Net charge: -1
Total energy: -154294.4886 eV

Computed, not measured: C8H14BInN as an isolated structure at a distorted geometry, with ωB97M-V/def2-TZVPD.

The geometry in XYZ format:
```
25
Properties=species:S:1:pos:R:3:nbo_charge:R:1
B 0.297 2.733 -2.066 0.50
C -0.715 1.452 -1.825 -0.81
C 0.034 0.085 -2.242 -0.34
C 0.052 -1.046 -1.068 -0.44
C 1.009 -0.669 0.175 -0.26
N 0.338 -0.675 1.521 -0.39
C 1.086 -0.513 2.798 0.45
C 0.174 -0.587 4.080 -0.24
C -1.250 -0.775 3.513 0.01
C -1.025 -0.813 1.922 0.40
H 1.476 2.588 -2.136 -0.08
H -0.113 3.835 -2.221 -0.04
H -1.576 1.602 -2.574 0.28
H -1.172 1.450 -0.776 0.24
H 1.115 0.251 -2.584 0.24
H -0.544 -0.391 -3.136 0.03
H 0.495 -1.995 -1.567 0.25
H -1.038 -1.255 -0.795 0.22
H 1.825 -1.493 0.225 0.29
H 1.600 0.311 -0.016 0.29
H 2.208 -0.347 2.960 0.33
H 0.408 -0.528 5.195 0.37
H -2.266 -0.896 4.024 0.35
H -1.917 -0.939 1.200 0.32
In -0.501 -1.383 -4.608 1.03
```

Results
Net charge: +3
Total energy: -15823.8152 eV